The following is a DFT calculation (ωB97M-V/def2-TZVPD) of C24H20N4NiO2S as an isolated structure at a distorted geometry.

```
52
Properties=species:S:1:pos:R:3:forces:R:3
Ni -2.330993 0.747570 -0.092664 0.4 -0.7 0.0
O -3.432215 -0.710533 -0.683268 -0.2 1.4 -0.5
C -3.326349 -1.955090 -0.402522 0.2 -1.1 0.7
C -3.664397 -2.932637 -1.373467 0.0 0.3 0.1
C -3.586610 -4.273682 -1.108802 0.0 0.1 0.1
C -3.184884 -4.724110 0.148506 0.0 -0.2 0.1
C -2.849069 -3.810154 1.118532 0.0 0.0 -0.1
C -2.886625 -2.432496 0.876294 -0.2 0.0 -0.9
C -2.398565 -1.499354 1.858381 -0.1 0.2 0.1
N -2.238565 -0.183100 1.714146 -0.2 -0.2 -0.3
C -1.690519 0.285237 2.870393 0.2 -0.1 0.6
C -1.517361 -0.745287 3.741588 0.1 0.6 0.1
N -1.973601 -1.858981 3.096880 -0.1 -0.1 -0.3
H -3.973825 -2.573546 -2.343649 0.0 0.1 -0.1
H -3.831613 -4.988032 -1.881864 0.0 0.0 -0.1
H -3.116014 -5.783356 0.345373 0.0 -0.1 0.1
H -2.536960 -4.181036 2.085763 0.1 -0.1 0.1
H -1.451527 1.322965 2.996793 0.1 0.2 0.1
H -1.116282 -0.779473 4.734073 0.0 0.0 0.1
H -1.972092 -2.793466 3.468062 0.0 0.1 -0.1
C 7.099026 0.937243 -2.604427 0.2 0.4 -0.3
C 6.458173 -0.156191 -3.385251 0.0 -0.5 0.5
O 6.096077 -0.129583 -4.515953 0.1 0.3 -0.4
S 6.164675 -1.646108 -2.342684 -0.2 -0.2 -0.1
C 4.466044 -1.182041 -2.017588 0.5 -0.2 0.0
C 4.090634 -0.980077 -0.697144 0.0 0.0 0.0
C 2.798893 -0.595229 -0.409136 0.0 0.0 -0.1
C 1.874810 -0.398011 -1.438939 0.3 -0.1 0.1
C 2.269930 -0.602679 -2.762221 0.0 0.0 0.1
C 3.559085 -1.003543 -3.050942 -0.1 0.0 0.0
C 0.557116 -0.002794 -1.111817 -0.8 0.4 0.1
C -0.568122 0.347873 -0.808140 0.3 0.1 -0.1
H 7.389023 1.757063 -3.257379 0.0 0.1 0.0
H 7.956441 0.547547 -2.060627 0.0 0.0 0.0
H 6.371978 1.292306 -1.873261 0.0 0.0 0.1
H 4.807741 -1.123638 0.097026 0.1 0.0 0.0
H 2.492185 -0.435054 0.614741 -0.1 0.0 0.0
H 1.560268 -0.448486 -3.561440 -0.1 0.0 0.0
H 3.863883 -1.157291 -4.075035 0.0 0.0 0.0
N -4.054280 2.703038 1.462031 -0.2 -0.5 -0.3
C -2.830457 3.281091 1.388887 0.3 0.2 -0.1
C -2.464802 4.361305 2.206303 0.0 -0.1 0.0
C -1.228337 4.936344 2.030395 -0.2 -0.2 -0.1
C -0.382604 4.441803 1.042208 0.0 0.0 -0.1
C -0.804965 3.367245 0.290608 0.4 0.1 0.0
N -1.991411 2.779343 0.465756 -0.5 -0.4 0.3
H -4.649841 2.862238 2.255327 0.0 -0.1 0.0
H -4.168498 1.839516 0.932980 -0.3 0.4 0.5
H -3.149692 4.707181 2.965226 -0.1 0.1 0.0
H -0.923205 5.765899 2.647527 0.0 0.1 0.1
H 0.588671 4.874041 0.873597 0.1 0.0 -0.1
H -0.170371 2.928211 -0.469175 0.0 -0.1 0.0
```
Positions in Å, forces in eV/Å.

HOMO (spin up / spin down) = -7.28 / -7.42 eV
frontier orbital gap (spin up / spin down) = 7.678 / 7.608 eV
2S+1 = 3
relative energy (zero: lowest compared OMol25 entry of this formula, charge and spin) = 14.7 kcal/mol

=====

The following is a DFT calculation (ωB97M-V/def2-TZVPD) of C24H21Br2CdF3N4O2S3 as an isolated structure.

```
60
Properties=species:S:1:pos:R:3:forces:R:3
Cd 0.608172 0.257798 -0.038432 0.2 -0.1 -0.2
F 2.986583 -2.748770 -5.498924 0.0 -0.1 0.1
C 2.708858 -2.778752 -4.173290 -0.1 0.0 0.0
F 2.581273 -4.089756 -3.848683 0.1 0.0 0.0
F 3.787804 -2.321726 -3.543977 0.0 0.0 0.0
C 1.436388 -2.028570 -3.883345 0.0 0.0 -0.1
C 0.430227 -2.146807 -4.833805 0.1 0.0 0.0
C -0.787849 -1.519048 -4.647927 0.0 0.0 -0.1
C -0.946895 -0.775661 -3.490781 0.0 0.1 0.1
N -0.003426 -0.670724 -2.565439 -0.1 0.0 0.0
C 1.181464 -1.284600 -2.714384 -0.1 -0.2 0.1
S 2.267013 -1.103774 -1.359923 0.1 0.0 0.0
H 0.617340 -2.728888 -5.728286 0.0 0.0 0.0
H -1.586014 -1.601725 -5.374971 0.1 0.0 0.0
H -1.867598 -0.237182 -3.282748 0.1 0.0 0.0
C 1.459455 1.455549 3.507995 0.0 0.1 0.0
C 0.058678 1.834129 3.122588 0.0 -0.1 -0.1
C -0.784530 2.403828 4.100655 0.0 0.0 0.1
C -2.092917 2.645601 3.821137 -0.1 0.0 0.0
C -2.612500 2.321910 2.549212 0.1 -0.1 0.0
C -3.976017 2.441986 2.193006 0.0 0.0 0.0
Br -5.240296 3.154194 3.418596 0.0 0.0 0.0
C -4.406094 2.043404 0.963461 0.1 -0.1 -0.1
C -3.488755 1.557102 0.021961 -0.1 0.1 -0.1
Br -4.145565 1.000218 -1.664275 0.0 0.0 0.0
C -2.117146 1.495103 0.246767 0.1 0.1 -0.1
O -1.265800 1.163911 -0.661690 0.0 0.0 0.2
C -1.695354 1.824089 1.593201 0.1 0.0 0.1
N -0.376808 1.597854 1.896432 -0.1 0.0 0.1
H 1.539989 1.364310 4.592068 0.0 0.0 -0.1
H 2.182319 2.201243 3.175263 0.0 0.0 0.0
H 1.739941 0.513763 3.048712 0.0 -0.1 0.0
H -0.381260 2.617238 5.083431 0.0 0.0 -0.1
H -2.751990 3.061367 4.572254 0.0 0.0 0.0
H -5.453146 2.106203 0.703755 0.0 0.0 0.0
S 3.337044 1.398467 0.665453 -0.1 0.2 -0.1
C 3.068279 2.793401 -0.200472 -0.1 0.3 -0.2
N 1.801691 3.361000 -0.209383 0.2 -0.1 -0.1
C 1.487185 4.490384 -0.873860 -0.2 -0.1 0.1
C 2.441235 5.130264 -1.586441 0.1 0.1 -0.1
C 3.716980 4.527046 -1.584894 0.1 -0.2 0.1
N 4.026978 3.431704 -0.936455 -0.1 0.1 0.1
H 1.093347 2.880457 0.329245 -0.2 0.0 0.2
H 0.463485 4.828988 -0.797294 0.0 -0.1 0.0
H 2.231672 6.039852 -2.128271 0.0 -0.1 0.0
H 4.520460 4.975707 -2.163644 0.0 0.0 0.1
O -0.065471 -1.517107 1.239427 -0.2 -0.3 -0.1
S -0.474902 -2.681236 0.333609 0.1 0.2 0.1
C 0.686571 -4.026741 0.673275 0.0 0.0 0.1
C 0.123824 -4.824068 1.843680 0.0 0.0 0.0
C -1.379049 -4.910097 1.581862 0.1 0.1 0.0
C -1.824572 -3.486803 1.254020 0.0 -0.1 -0.1
H 1.648058 -3.544759 0.842484 0.0 0.0 0.0
H 0.746986 -4.620249 -0.242865 0.0 0.0 0.0
H 0.316799 -4.298415 2.782144 0.0 0.0 0.0
H 0.584189 -5.809932 1.909423 0.0 0.0 0.0
H -1.931406 -5.308160 2.432610 0.0 0.0 0.0
H -1.565516 -5.567102 0.728207 0.0 0.0 0.0
H -1.920232 -2.861347 2.142034 0.0 0.0 0.0
H -2.739179 -3.426068 0.666492 0.0 0.0 0.0
```
Positions in Å, forces in eV/Å.

HOMO = -7.48 eV
frontier orbital gap = 7.135 eV
relative energy (zero: lowest compared OMol25 entry of this formula, charge and spin) = 33.7 kcal/mol